Formula: C5F15NaO15S5
Source: the Open Molecules 2025 dataset
Level of theory: the ωB97M-V functional and the def2-TZVPD basis

The geometry in XYZ format:
```
41
Properties=species:S:1:pos:R:3:mulliken_spin:R:1
Na -0.022 0.211 0.707 0.0009
C 2.591 3.119 -2.522 0.0001
F 3.771 3.638 -2.766 0.0000
F 1.998 4.063 -1.766 0.0000
F 1.837 2.898 -3.625 0.0000
S 2.893 1.437 -1.511 -0.0025
O 3.218 0.447 -2.473 0.0017
O 3.997 1.754 -0.577 0.0031
O 1.630 1.149 -0.841 0.0082
C 3.263 -3.601 1.430 -0.0003
F 4.527 -3.668 1.188 0.0001
F 2.656 -4.597 0.796 0.0000
F 3.062 -3.648 2.693 0.0000
S 2.648 -1.907 0.650 -0.0014
O 1.193 -1.826 0.720 0.0117
O 3.365 -0.915 1.465 0.0054
O 3.151 -1.999 -0.710 0.0072
C -0.603 -2.041 4.761 0.0001
F 0.497 -2.704 4.620 0.0000
F -1.581 -2.921 5.105 0.0000
F -0.457 -1.146 5.702 0.0000
S -1.292 -0.997 3.260 -0.0002
O -2.555 -0.451 3.722 0.0000
O -0.324 0.053 3.022 0.0002
O -1.517 -1.929 2.140 0.0001
C -3.921 2.989 -0.292 0.0001
F -5.242 3.336 -0.159 0.0000
F -3.632 3.147 -1.583 0.0000
F -3.240 3.854 0.446 0.0000
S -3.644 1.210 0.341 0.0002
O -2.304 1.272 0.930 0.0004
O -4.733 0.994 1.315 0.0003
O -3.688 0.247 -0.746 0.0006
C -1.115 0.677 -3.565 -0.0158
F -2.018 1.299 -2.842 -0.0001
F -1.523 0.574 -4.888 -0.0007
F -0.110 1.500 -3.398 -0.0003
S -0.723 -1.062 -2.843 -0.1086
O 0.494 -1.692 -3.354 0.3190
O -0.670 -0.884 -1.410 0.4373
O -1.877 -1.881 -3.143 0.3333
```

Results
* HOMO energy (spin up / spin down): -0.0490 / -0.0459 hartree
* multiplicity: 2
* charge: -3